1.
The following is a DFT calculation (ωB97M-V with the def2-TZVPD basis set) of 5 unconnected molecules or ions with the total composition C8H26O8 in a non-equilibrium geometry.

Positions of all 42 atoms, in Å:
1 O 2.097 0.932 -3.434
2 C 2.753 -0.301 -3.642
3 C 1.808 -1.481 -3.508
4 O 2.594 -2.663 -3.613
5 H 2.771 1.616 -3.395
6 H 3.292 -0.293 -4.597
7 H 3.590 -0.516 -2.960
8 H 1.120 -1.499 -4.359
9 H 1.259 -1.475 -2.568
10 H 2.113 -3.414 -3.263
11 O 2.782 0.341 1.393
12 C 2.648 1.362 0.369
13 C 1.676 2.435 0.836
14 O 2.233 3.258 1.871
15 H 3.455 0.643 2.008
16 H 3.692 1.662 0.237
17 H 2.296 0.866 -0.536
18 H 0.741 2.023 1.226
19 H 1.464 3.082 -0.019
20 H 2.260 2.677 2.643
21 O -4.004 1.177 0.023
22 C -4.219 1.757 1.288
23 C -4.984 0.836 2.220
24 O -5.243 1.457 3.492
25 H -3.200 0.637 0.062
26 H -3.215 1.878 1.734
27 H -4.668 2.750 1.285
28 H -4.510 -0.147 2.338
29 H -5.974 0.644 1.768
30 H -5.785 0.814 3.958
31 C -0.517 -0.335 -0.825
32 O -1.663 -0.400 0.057
33 H -0.840 -0.142 -1.844
34 H 0.125 0.441 -0.419
35 H -0.042 -1.314 -0.766
36 H -1.518 -1.190 0.591
37 C 0.915 -2.871 1.837
38 O -0.460 -2.964 1.488
39 H 1.453 -2.358 1.030
40 H 1.010 -2.235 2.719
41 H 1.406 -3.828 2.011
42 H -0.711 -3.862 1.264

HOMO   -9.68 eV
Gap between HOMO and LUMO   10.01 eV
SMILES string   OCCO.OCCO.OCCO.CO.CO

Atom charges from the Löwdin analysis, given in e for atoms 1 to 2: number 1, O, carries -0.06; number 2, C, carries -0.26

=====

2.
The following is a DFT calculation (ωB97M-V with the def2-TZVPD basis set) of a gas-phase ion, C3H3O3 (charge +1) in a non-equilibrium geometry.

Positions of all 9 atoms, in Å:
1 C -0.378 1.029 1.380
2 C -0.137 0.622 -0.292
3 C -0.051 -0.745 -0.522
4 O 0.170 0.887 2.364
5 O 0.835 -1.024 -1.390
6 O -1.221 1.170 0.513
7 H 0.225 1.385 -0.848
8 H -0.576 -1.393 0.125
9 H 1.132 -1.931 -1.328

HOMO (spin up / spin down)   -12.37 / -18.82 eV
Gap between HOMO and LUMO (spin up / spin down)   8.47 / 9.73 eV
2S+1   3
⟨S²⟩   2.0063
Total charge   +1

Atom charges from the Löwdin analysis, given in e for atoms 1 to 2: number 1, C, carries -0.32; number 2, C, carries 0.11

=====

3.
The following is a DFT calculation (ωB97M-V with the def2-TZVPD basis set) of a molecular structure, C4H5AgO in a non-equilibrium geometry.

Positions of all 11 atoms, in Å:
1 H -1.227 -1.813 0.840
2 C -2.874 1.019 -0.285
3 C -1.977 0.329 0.431
4 C -1.430 -0.980 -0.004
5 C 0.029 -1.074 -0.133
6 O 0.896 -0.457 0.443
7 Ag 2.818 -0.230 0.818
8 H -3.263 0.642 -1.233
9 H -1.611 0.723 1.382
10 H -3.253 1.978 0.070
11 H -1.907 -1.427 -0.887

HOMO (spin up / spin down)   -18.05 / -20.26 eV
Gap between HOMO and LUMO (spin up / spin down)   8.83 / 6.65 eV
2S+1   3
⟨S²⟩   2.0051
Total charge   +2

Atom charges from the Löwdin analysis, given in e for atoms 1 to 2: number 1, H, carries 0.24; number 2, C, carries 0.31

=====

4.
The following is a DFT calculation (ωB97M-V with the def2-TZVPD basis set) of a molecular structure, C54H114BeClN6O10 in a non-equilibrium geometry.

Positions of all 186 atoms, in Å:
1 Be 4.287 1.529 -0.522
2 Cl 0.229 -0.405 1.511
3 O 0.076 0.853 0.802
4 O 0.617 -1.408 0.524
5 O 1.328 -0.199 2.431
6 O -0.947 -0.722 2.202
7 C -2.088 -5.732 6.080
8 C -0.770 -6.546 6.042
9 C -0.808 -7.710 7.062
10 C -1.661 -8.906 6.691
11 C -1.137 -9.468 5.398
12 C -0.962 -8.460 4.278
13 N -0.313 -7.180 4.758
14 O 0.100 -6.270 3.795
15 C -0.078 -9.112 3.202
16 C -2.336 -8.105 3.590
17 C 0.379 -5.621 6.514
18 H -2.087 -4.979 6.868
19 H -3.017 -6.290 6.198
20 H -2.208 -5.042 5.245
21 H 0.181 -8.021 7.400
22 H -1.161 -7.261 7.990
23 H -2.701 -8.599 6.582
24 H -1.668 -9.706 7.431
25 H -1.861 -10.233 5.117
26 H -0.136 -9.860 5.576
27 H 0.892 -9.477 3.540
28 H -0.533 -9.889 2.588
29 H 0.220 -8.318 2.518
30 H -3.131 -7.890 4.304
31 H -2.297 -7.231 2.941
32 H -2.886 -8.851 3.015
33 H 1.317 -6.177 6.500
34 H 0.130 -5.291 7.522
35 H 0.555 -4.773 5.851
36 H -0.695 -5.761 3.618
37 C -3.830 -4.600 -6.592
38 C -2.302 -4.576 -6.084
39 C -2.138 -4.075 -4.627
40 C -2.695 -5.046 -3.547
41 C -1.954 -6.443 -3.762
42 C -2.042 -7.015 -5.183
43 N -1.703 -5.908 -6.131
44 O -1.748 -6.381 -7.450
45 C -0.869 -8.088 -5.285
46 C -3.415 -7.686 -5.419
47 C -1.506 -3.559 -6.932
48 H -4.520 -4.702 -5.754
49 H -4.008 -5.344 -7.368
50 H -4.146 -3.651 -7.026
51 H -1.121 -3.733 -4.440
52 H -2.769 -3.194 -4.512
53 H -3.779 -5.046 -3.658
54 H -2.403 -4.649 -2.574
55 H -2.285 -7.199 -3.050
56 H -0.894 -6.217 -3.646
57 H -0.999 -8.946 -4.626
58 H -0.620 -8.439 -6.287
59 H 0.114 -7.707 -5.007
60 H -3.636 -7.858 -6.473
61 H -3.619 -8.724 -5.155
62 H -4.241 -7.163 -4.936
63 H -1.722 -2.538 -6.617
64 H -1.539 -3.731 -8.008
65 H -0.445 -3.681 -6.715
66 H -0.872 -6.111 -7.736
67 C -2.364 10.520 -2.153
68 C -3.325 9.454 -1.601
69 C -2.720 8.044 -1.928
70 C -1.563 7.568 -1.076
71 C -1.997 7.737 0.434
72 C -2.573 9.086 0.835
73 N -3.577 9.402 -0.142
74 O -4.228 10.579 0.204
75 C -3.206 8.889 2.225
76 C -1.428 10.003 0.914
77 C -4.673 9.604 -2.270
78 H -2.600 11.540 -1.848
79 H -2.563 10.430 -3.221
80 H -1.293 10.323 -2.096
81 H -3.471 7.269 -1.773
82 H -2.474 7.952 -2.986
83 H -0.754 8.234 -1.376
84 H -1.229 6.576 -1.382
85 H -1.159 7.487 1.084
86 H -2.810 7.026 0.583
87 H -2.930 9.585 3.017
88 H -4.290 8.776 2.258
89 H -2.806 7.956 2.623
90 H -1.790 10.978 1.238
91 H -0.560 9.783 1.535
92 H -0.802 10.111 0.028
93 H -5.423 8.987 -1.776
94 H -4.642 9.377 -3.336
95 H -5.088 10.610 -2.333
96 H -5.149 10.311 0.250
97 C 8.645 4.754 0.593
98 C 7.995 5.459 1.848
99 C 7.662 6.929 1.452
100 C 7.023 7.793 2.607
101 C 5.732 7.164 2.931
102 C 5.892 5.641 3.289
103 N 6.699 4.872 2.305
104 O 6.729 3.508 2.549
105 C 6.281 5.706 4.808
106 C 4.466 5.079 3.067
107 C 9.085 5.489 3.011
108 H 7.874 4.389 -0.086
109 H 9.034 3.784 0.905
110 H 9.256 5.430 -0.006
111 H 8.565 7.449 1.130
112 H 6.942 6.921 0.634
113 H 6.856 8.798 2.218
114 H 7.652 7.928 3.487
115 H 5.069 7.406 2.101
116 H 5.421 7.859 3.711
117 H 5.383 5.578 5.413
118 H 7.024 4.954 5.071
119 H 6.657 6.677 5.131
120 H 3.869 5.705 3.730
121 H 4.099 5.217 2.050
122 H 4.250 4.119 3.535
123 H 10.057 5.865 2.690
124 H 9.358 4.469 3.281
125 H 8.787 5.989 3.933
126 H 7.297 3.355 3.307
127 C 6.937 -2.668 1.060
128 C 7.063 -3.504 -0.255
129 C 6.245 -4.804 -0.060
130 C 5.863 -5.554 -1.362
131 C 5.333 -4.544 -2.422
132 C 6.210 -3.275 -2.640
133 N 6.488 -2.655 -1.310
134 O 7.130 -1.487 -1.526
135 C 7.397 -3.749 -3.460
136 C 5.373 -2.331 -3.506
137 C 8.554 -3.849 -0.446
138 H 7.570 -1.811 1.292
139 H 7.109 -3.378 1.869
140 H 5.978 -2.223 1.325
141 H 6.678 -5.497 0.661
142 H 5.289 -4.503 0.370
143 H 5.054 -6.237 -1.105
144 H 6.721 -5.954 -1.902
145 H 4.260 -4.472 -2.241
146 H 5.277 -5.142 -3.331
147 H 7.158 -3.760 -4.523
148 H 8.231 -3.046 -3.462
149 H 7.745 -4.746 -3.193
150 H 5.071 -2.785 -4.450
151 H 4.452 -2.035 -3.004
152 H 5.946 -1.425 -3.700
153 H 8.679 -4.683 -1.137
154 H 8.940 -4.034 0.556
155 H 9.200 -3.042 -0.794
156 H 7.809 -1.723 -2.161
157 C -9.366 4.229 -0.544
158 C -8.411 3.013 -0.212
159 C -9.160 1.893 0.550
160 C -8.359 0.626 0.652
161 C -8.024 0.145 -0.751
162 C -7.291 1.157 -1.680
163 N -7.903 2.521 -1.476
164 O -7.340 3.415 -2.265
165 C -5.766 1.215 -1.280
166 C -7.410 0.714 -3.148
167 C -7.288 3.558 0.744
168 H -8.739 5.041 -0.913
169 H -9.901 4.699 0.282
170 H -10.229 4.005 -1.170
171 H -9.456 2.301 1.516
172 H -10.074 1.586 0.043
173 H -8.978 -0.133 1.129
174 H -7.535 0.756 1.355
175 H -8.904 -0.125 -1.334
176 H -7.464 -0.762 -0.524
177 H -5.452 1.933 -0.524
178 H -5.357 0.310 -0.831
179 H -5.083 1.419 -2.104
180 H -7.186 -0.343 -3.290
181 H -8.357 0.954 -3.631
182 H -6.666 1.134 -3.824
183 H -6.624 4.235 0.207
184 H -6.732 2.715 1.153
185 H -7.607 4.010 1.683
186 H -6.392 3.337 -2.140

HOMO   -9.68 eV
Gap between HOMO and LUMO   1.19 eV
Total charge   +1

Atom charges from the Löwdin analysis, given in e for atoms 1 to 2: number 1, Be, carries 0.52; number 2, Cl, carries 0.63

=====

5.
The following is a DFT calculation (ωB97M-V with the def2-TZVPD basis set) of 2 unconnected molecules or ions with the total composition C6H16BNO4P in a non-equilibrium geometry.

Positions of all 29 atoms, in Å:
1 C -1.316 -1.959 -3.249
2 C -0.273 -0.867 -2.823
3 O -0.935 0.201 -2.136
4 B -0.183 0.617 -0.997
5 O 0.800 1.642 -1.000
6 P -0.503 -0.316 0.673
7 N -2.124 -0.961 0.511
8 C 0.801 -1.674 0.692
9 C 0.881 -2.449 2.054
10 H -2.082 -2.111 -2.457
11 H -0.834 -2.931 -3.484
12 H -1.847 -1.643 -4.178
13 H 0.531 -1.344 -2.209
14 H 0.212 -0.418 -3.717
15 H 1.644 1.177 -0.948
16 H -2.430 -1.472 1.329
17 H -2.280 -1.475 -0.352
18 H 0.642 -2.397 -0.142
19 H 1.793 -1.169 0.562
20 H 0.893 -1.773 2.936
21 H 0.002 -3.135 2.112
22 H 1.810 -3.058 2.098
23 C 0.595 3.964 1.461
24 C 0.808 3.893 2.980
25 O 0.923 4.996 3.569
26 O 0.844 2.733 3.457
27 H 0.574 4.999 1.112
28 H 1.405 3.441 0.950
29 H -0.353 3.490 1.193

HOMO   -3.52 eV
Gap between HOMO and LUMO   6.03 eV
Total charge   -1

Atom charges from the Löwdin analysis, given in e for atoms 1 to 2: number 1, C, carries -0.07; number 2, C, carries -0.26

=====

6.
The following is a DFT calculation (ωB97M-V with the def2-TZVPD basis set) of 3 unconnected molecules or ions with the total composition C15H24BF6I2NO9P in a non-equilibrium geometry.

Positions of all 59 atoms, in Å:
1 C 1.908 0.783 -0.341
2 C 0.535 0.629 0.386
3 I 0.819 -0.741 2.043
4 C -0.158 1.985 0.761
5 I -2.254 1.610 1.301
6 B 0.563 2.858 1.958
7 C 0.149 2.577 3.531
8 C 1.273 2.860 4.553
9 N 2.351 2.178 4.667
10 O -0.007 4.243 1.724
11 C 0.963 5.148 1.257
12 C 2.366 4.480 1.638
13 P 3.633 4.325 0.266
14 O 4.390 5.612 0.065
15 O 2.814 3.802 -1.094
16 O 4.667 3.062 0.660
17 O 2.003 3.132 1.838
18 H 2.292 -0.253 -0.506
19 H 2.682 1.305 0.248
20 H 1.794 1.221 -1.360
21 H -0.135 0.116 -0.324
22 H -0.197 2.643 -0.143
23 H -0.206 1.538 3.742
24 H -0.704 3.237 3.815
25 H 1.120 3.707 5.269
26 H 2.936 2.559 5.413
27 H 0.867 6.086 1.861
28 H 0.853 5.522 0.214
29 H 2.931 4.989 2.451
30 H 1.925 3.560 -0.799
31 H 4.356 2.653 1.480
32 C -1.247 -0.693 -6.776
33 C -0.789 -1.421 -5.530
34 O -1.065 -0.651 -4.351
35 C -2.324 -0.694 -3.913
36 O -3.206 -1.312 -4.426
37 C -2.462 0.130 -2.637
38 F -1.879 1.326 -2.747
39 F -1.892 -0.490 -1.599
40 F -3.731 0.348 -2.316
41 H -0.800 0.303 -6.823
42 H -0.964 -1.248 -7.672
43 H -2.329 -0.559 -6.782
44 H 0.292 -1.559 -5.558
45 H -1.240 -2.412 -5.452
46 C -2.139 -3.803 0.548
47 C -0.864 -4.561 0.846
48 O -1.068 -5.521 1.900
49 C -1.658 -6.658 1.542
50 O -2.020 -6.928 0.438
51 C -1.770 -7.590 2.745
52 F -2.232 -6.961 3.828
53 F -0.579 -8.107 3.071
54 F -2.589 -8.613 2.510
55 H -2.529 -3.339 1.455
56 H -1.959 -3.026 -0.196
57 H -2.917 -4.468 0.169
58 H -0.101 -3.868 1.201
59 H -0.466 -5.051 -0.045

HOMO   -5.60 eV
Gap between HOMO and LUMO   7.70 eV
Total charge   -1

Atom charges from the Löwdin analysis, given in e for atoms 1 to 2: number 1, C, carries -0.17; number 2, C, carries -0.80

=====

Number 1: total energy -922.20998 hartree. Number 2: total energy -341.31610 hartree. Number 3: total energy -376.71973 hartree. Number 4: total energy -3680.51982 hartree. Number 5: total energy -960.22796 hartree. Number 6: total energy -2878.92387 hartree.